(1)
{
  "formula": "C4H10N2O2",
  "method": "the ωB97M-V functional and the def2-TZVPD basis",
  "symbols": ["C", "C", "C", "C", "N", "N", "O", "O", "H", "H", "H", "H", "H", "H", "H", "H", "H", "H"],
  "positions_angstrom": [[-0.955, 1.763, -0.305], [-0.077, 0.611, -0.767], [-0.155, -0.974, -0.064], [0.557, -0.833, 1.305], [0.442, -1.889, -0.965], [-1.556, -1.407, 0.182], [-1.986, -2.334, -0.495], [-2.193, -0.834, 1.007], [-0.565, 2.269, 0.492], [-1.848, 1.362, 0.110], [-1.022, 2.434, -1.151], [-0.119, 0.384, -1.809], [0.957, 0.916, -0.542], [0.625, -1.785, 1.803], [-0.094, -0.186, 2.014], [1.436, -0.128, 1.306], [-0.292, -1.887, -1.648], [0.541, -2.706, -0.373]],
  "homo_lumo_gap_ev": 10.502,
  "smiles": "CC[C@](C)(N)[N+](=O)[O-]",
  "e_homo_ev": -10.114
}

=====

(2)
{
  "formula": "C36H86F5O8P",
  "method": "the ωB97M-V functional and the def2-TZVPD basis",
  "symbols": ["C", "O", "C", "P", "C", "C", "C", "C", "C", "F", "F", "C", "F", "F", "F", "H", "H", "H", "H", "H", "H", "H", "H", "H", "H", "H", "H", "H", "H", "H", "H", "C", "C", "O", "C", "C", "H", "H", "H", "H", "H", "H", "H", "H", "H", "H", "C", "C", "O", "C", "C", "H", "H", "H", "H", "H", "H", "H", "H", "H", "H", "C", "C", "O", "C", "C", "H", "H", "H", "H", "H", "H", "H", "H", "H", "H", "C", "C", "O", "C", "C", "H", "H", "H", "H", "H", "H", "H", "H", "H", "H", "C", "C", "O", "C", "C", "H", "H", "H", "H", "H", "H", "H", "H", "H", "H", "C", "C", "O", "C", "C", "H", "H", "H", "H", "H", "H", "H", "H", "H", "H", "C", "C", "O", "C", "C", "H", "H", "H", "H", "H", "H", "H", "H", "H", "H"],
  "positions_angstrom": [[4.732, 3.683, 1.099], [5.480, 2.486, 1.162], [4.715, 1.302, 1.050], [4.189, 0.675, 2.805], [4.692, -1.069, 2.450], [3.586, 0.246, 4.575], [3.086, 1.502, 5.312], [1.559, 1.708, 5.355], [0.901, 2.584, 4.305], [0.219, 3.534, 4.938], [1.757, 3.224, 3.547], [-0.117, 1.867, 3.363], [0.382, 1.613, 2.191], [-0.555, 0.751, 3.872], [-1.157, 2.650, 3.181], [4.662, 4.133, 2.081], [5.247, 4.355, 0.438], [3.724, 3.532, 0.739], [5.313, 0.574, 0.526], [3.813, 1.433, 0.462], [2.849, 1.022, 2.477], [5.088, 1.630, 3.378], [3.888, -1.521, 1.897], [4.797, -1.634, 3.357], [5.589, -1.140, 1.867], [4.471, -0.090, 5.099], [2.839, -0.534, 4.571], [3.370, 1.365, 6.338], [3.624, 2.371, 4.962], [1.348, 2.202, 6.283], [1.114, 0.733, 5.418], [0.901, 6.009, 7.051], [1.341, 5.453, 8.394], [1.465, 6.427, 9.414], [0.291, 7.148, 9.736], [-0.858, 6.280, 10.220], [1.595, 6.779, 6.711], [0.868, 5.214, 6.309], [-0.092, 6.458, 7.099], [2.332, 5.009, 8.292], [0.670, 4.648, 8.716], [-0.022, 7.765, 8.885], [0.580, 7.837, 10.529], [-1.191, 5.576, 9.456], [-1.710, 6.902, 10.493], [-0.555, 5.701, 11.094], [2.791, 2.336, -3.952], [3.899, 1.995, -2.969], [3.759, 0.728, -2.355], [3.738, -0.388, -3.225], [4.994, -0.536, -4.066], [1.822, 2.298, -3.458], [2.941, 3.340, -4.353], [2.757, 1.642, -4.794], [3.896, 2.719, -2.152], [4.879, 2.077, -3.453], [2.848, -0.360, -3.860], [3.633, -1.261, -2.578], [5.141, 0.311, -4.737], [4.933, -1.438, -4.676], [5.876, -0.608, -3.426], [-0.266, 0.009, -7.984], [0.099, -0.431, -6.577], [0.022, 0.601, -5.611], [-1.247, 1.203, -5.440], [-2.335, 0.238, -5.013], [0.374, 0.832, -8.304], [-0.144, -0.821, -8.681], [-1.301, 0.348, -8.051], [1.136, -0.768, -6.564], [-0.511, -1.288, -6.269], [-1.539, 1.740, -6.351], [-1.113, 1.958, -4.664], [-2.515, -0.537, -5.759], [-3.271, 0.775, -4.853], [-2.058, -0.259, -4.082], [0.159, -4.798, 1.689], [1.669, -4.783, 1.524], [2.345, -4.011, 2.499], [2.173, -4.409, 3.846], [2.643, -5.824, 4.138], [-0.237, -3.783, 1.666], [-0.301, -5.372, 0.883], [-0.146, -5.251, 2.633], [1.920, -4.329, 0.565], [2.067, -5.803, 1.500], [1.130, -4.276, 4.153], [2.763, -3.706, 4.435], [2.078, -6.568, 3.576], [2.526, -6.047, 5.198], [3.695, -5.938, 3.872], [-1.968, -1.652, -0.163], [-3.081, -1.785, -1.186], [-2.750, -2.610, -2.290], [-2.426, -3.954, -1.988], [-3.547, -4.714, -1.298], [-1.064, -1.264, -0.634], [-2.269, -0.969, 0.633], [-1.718, -2.609, 0.297], [-3.294, -0.800, -1.605], [-4.008, -2.131, -0.712], [-1.504, -3.999, -1.397], [-2.208, -4.431, -2.944], [-3.801, -4.281, -0.330], [-3.251, -5.751, -1.133], [-4.448, -4.702, -1.912], [-4.647, -3.888, -5.022], [-5.766, -4.010, -6.042], [-5.447, -4.823, -7.157], [-5.122, -6.171, -6.874], [-6.231, -6.945, -6.182], [-3.744, -3.496, -5.490], [-4.941, -3.217, -4.214], [-4.394, -4.852, -4.576], [-5.986, -3.024, -6.452], [-6.688, -4.362, -5.565], [-4.193, -6.225, -6.294], [-4.912, -6.629, -7.840], [-6.474, -6.528, -5.203], [-5.931, -7.983, -6.037], [-7.141, -6.925, -6.784], [-1.903, 3.102, 0.214], [-1.745, 2.828, -1.273], [-2.690, 1.907, -1.793], [-4.053, 2.274, -1.690], [-4.400, 3.566, -2.408], [-1.847, 2.173, 0.778], [-1.113, 3.768, 0.560], [-2.860, 3.572, 0.447], [-0.773, 2.372, -1.446], [-1.758, 3.763, -1.846], [-4.357, 2.321, -0.638], [-4.612, 1.452, -2.140], [-3.870, 4.423, -1.990], [-5.469, 3.765, -2.329], [-4.136, 3.498, -3.465]],
  "homo_lumo_gap_ev": 8.069,
  "smiles": "COC[PH2](C)CCCC(F)(F)C(F)(F)F.CCOCC.CCOCC.CCOCC.CCOCC.CCOCC.CCOCC.CCOCC",
  "e_homo_ev": -7.467
}